Molecular formula: C35H38FN3O3SiV
Method: DFT, ωB97M-V/def2-TZVPD

Structure (XYZ):
```
82
Properties=species:S:1:pos:R:3
C 1.110 2.385 -1.804
C 0.111 2.515 -2.821
C -1.165 2.579 -2.187
H 0.290 2.626 -3.887
C -0.954 2.528 -0.775
C 0.449 2.405 -0.538
H 0.935 2.432 0.440
H 2.191 2.351 -1.963
H -2.123 2.702 -2.692
H -1.725 2.664 -0.018
V -0.199 0.585 -1.685
C -1.427 -2.597 -6.874
H -2.187 -2.620 -6.089
H -1.810 -2.063 -7.749
H -0.491 -2.144 -6.540
Si -0.245 -0.477 -4.317
C 1.490 -0.365 -4.985
C 2.268 0.812 -5.028
H 1.932 1.726 -4.529
C 3.465 0.819 -5.749
H 4.051 1.738 -5.803
C 3.905 -0.347 -6.391
H 4.835 -0.338 -6.956
C 3.169 -1.537 -6.283
H 3.514 -2.452 -6.762
C 1.983 -1.560 -5.546
H 1.412 -2.487 -5.424
C -1.360 0.622 -5.336
C -0.903 1.148 -6.559
H 0.069 0.835 -6.957
C -1.693 2.066 -7.258
H -1.318 2.479 -8.193
C -2.943 2.442 -6.754
H -3.543 3.177 -7.290
C -3.427 1.874 -5.569
H -4.413 2.143 -5.191
C -2.648 0.956 -4.862
H -3.033 0.484 -3.949
H -0.756 -1.860 -4.155
H -1.187 -3.636 -7.154
F -1.404 2.697 4.097
C -1.081 1.375 3.859
C -1.149 0.950 2.552
C -0.533 -0.269 2.197
C -0.373 -0.655 0.821
O -1.152 -0.209 -0.121
C 0.665 -1.604 0.547
C 1.071 -2.444 1.567
N 0.632 -2.297 2.861
C 0.943 -3.261 3.836
C 1.201 -4.675 3.420
C 2.327 -3.815 3.880
C 0.012 -1.087 3.219
C -0.040 -0.681 4.558
C -0.585 0.574 4.915
N -0.628 0.950 6.263
C 0.517 0.637 7.113
C 0.066 0.322 8.527
N -0.772 1.463 8.983
C -1.924 1.818 8.134
C -1.393 2.089 6.733
C 1.190 -1.905 -0.841
O 1.634 -3.041 -1.060
O 1.108 -0.941 -1.719
H -1.619 1.556 1.785
H 1.723 -3.289 1.357
H 0.426 -3.148 4.785
H 0.887 -5.441 4.124
H 1.136 -4.925 2.363
H 3.037 -3.452 3.134
H 2.722 -4.023 4.874
H 0.352 -1.334 5.333
H 1.221 1.498 7.138
H 1.063 -0.217 6.705
H -0.562 -0.570 8.592
H 0.913 0.224 9.211
H -1.100 1.290 9.934
H -0.159 2.287 8.980
H -2.406 2.706 8.546
H -2.619 0.975 8.158
H -0.741 2.988 6.760
H -2.234 2.271 6.062
```

Results
HOMO-LUMO gap (alpha / beta)	4.92 / 4.30	eV
net charge	+1
LUMO level (alpha / beta)	-3.580 / -3.580	eV
spin multiplicity	3
calculated total energy	-3079.57366	hartree

---

Molecular formula: C35H38GaIN2O2PS
Method: DFT, ωB97M-V/def2-TZVPD

Structure (XYZ):
```
81
Properties=species:S:1:pos:R:3
Ga -0.689 -0.551 0.838
O -1.375 0.076 2.705
C -1.848 -0.883 3.648
C -2.097 -2.149 2.875
C -2.761 -3.215 3.453
C -2.996 -4.350 2.699
C -2.571 -4.383 1.375
C -1.905 -3.293 0.867
N -1.656 -2.189 1.607
H -1.231 0.964 3.069
H -2.772 -0.533 4.108
H -1.106 -1.047 4.433
H -3.093 -3.147 4.481
H -3.513 -5.196 3.132
H -2.752 -5.243 0.747
H -1.556 -3.282 -0.155
I 1.791 -0.908 2.477
C 3.162 -0.280 1.016
C 4.223 -1.126 0.851
C 5.371 -0.690 0.160
C 5.455 0.612 -0.230
C 4.375 1.510 -0.034
C 4.551 2.887 -0.323
C 3.564 3.792 -0.072
C 2.301 3.325 0.330
C 2.059 1.989 0.569
P 0.298 1.603 0.389
C -0.586 2.671 1.550
C 0.004 2.937 2.792
C -0.710 3.626 3.765
C -2.003 4.065 3.499
C -2.583 3.814 2.263
C -1.884 3.108 1.292
C -0.128 2.076 -1.302
C -0.508 3.380 -1.621
C -0.738 3.731 -2.943
C -0.572 2.793 -3.953
C -0.176 1.498 -3.643
C 0.038 1.137 -2.321
C 3.144 1.051 0.512
H 4.215 -2.111 1.300
H 6.202 -1.368 0.021
H 6.366 0.993 -0.675
H 5.507 3.212 -0.716
H 3.721 4.849 -0.238
H 1.489 4.040 0.395
H 1.025 2.628 2.991
H -0.248 3.842 4.719
H -2.550 4.619 4.251
H -3.580 4.179 2.051
H -2.344 2.907 0.333
H -0.625 4.128 -0.847
H -1.034 4.743 -3.185
H -0.737 3.077 -4.984
H -0.024 0.775 -4.434
H 0.362 0.131 -2.092
C -3.527 0.255 -2.419
S -3.467 -0.591 -0.860
C -4.829 0.189 -0.033
O -2.218 0.025 -0.182
H -4.496 0.047 -2.875
H -2.729 -0.140 -3.044
H -3.389 1.321 -2.242
H -5.743 -0.105 -0.550
H -4.693 1.269 -0.058
H -4.853 -0.184 0.990
C 1.769 -2.697 -3.402
C 1.622 -3.415 -2.050
C 0.790 -4.702 -2.192
C 2.999 -3.715 -1.432
C 0.895 -2.508 -1.142
N 0.322 -1.782 -0.460
H 2.342 -3.345 -4.064
H 2.307 -1.754 -3.297
H 0.799 -2.511 -3.864
H 1.314 -5.369 -2.875
H -0.196 -4.498 -2.613
H 0.681 -5.216 -1.236
H 3.507 -4.428 -2.080
H 2.909 -4.159 -0.441
H 3.608 -2.811 -1.372
```

Results
HOMO-LUMO gap	7.93	eV
net charge	+3
LUMO level	-7.822	eV
spin multiplicity	1
relative energy (zero: lowest compared OMol25 entry of this formula, charge and spin)	0.0	kcal/mol
calculated total energy	-4577.71123	hartree

---

Molecular formula: C35H39GeN5OPbS3
Method: DFT, ωB97M-V/def2-TZVPD

Structure (XYZ):
```
85
Properties=species:S:1:pos:R:3
Pb -1.987 1.155 2.456
N -5.692 -1.173 4.273
C -4.907 -0.410 3.545
N -3.621 -0.228 3.776
C -3.054 -0.841 4.891
N -1.845 -0.569 5.282
N -1.236 0.426 4.542
C -0.236 0.997 5.099
C 0.434 2.128 4.445
C 1.473 2.793 5.060
C 2.022 3.905 4.422
C 1.509 4.298 3.200
C 0.466 3.567 2.645
N -0.061 2.505 3.252
C -3.845 -1.790 5.660
C -3.318 -2.523 6.730
C -4.136 -3.367 7.449
C -5.491 -3.484 7.123
C -6.031 -2.767 6.074
C -5.195 -1.928 5.351
H -6.681 -1.214 4.061
H -5.372 0.098 2.708
H 0.084 0.671 6.086
H 1.839 2.464 6.023
H 2.830 4.456 4.885
H 1.895 5.165 2.682
H 0.033 3.856 1.694
H -2.275 -2.405 6.989
H -3.733 -3.933 8.277
H -6.128 -4.140 7.701
H -7.081 -2.851 5.826
C 5.304 2.741 -3.779
C 4.316 2.054 -2.841
C 3.306 3.028 -2.238
C 2.207 2.326 -1.424
Ge 0.856 1.430 -2.479
C 1.193 0.735 -4.245
C 1.401 1.931 -5.200
C 1.266 1.526 -6.667
C 2.325 0.517 -7.103
H 5.965 2.020 -4.259
H 5.931 3.447 -3.234
H 4.786 3.299 -4.561
H 4.860 1.565 -2.026
H 3.796 1.255 -3.378
H 2.868 3.657 -3.018
H 3.838 3.713 -1.575
H 1.649 3.038 -0.812
H 2.647 1.593 -0.741
H -0.469 2.225 -2.519
H 0.311 0.172 -4.566
H 2.046 0.055 -4.248
H 2.397 2.348 -5.040
H 0.681 2.727 -4.981
H 1.341 2.425 -7.279
H 0.261 1.125 -6.837
H 3.325 0.848 -6.811
H 2.326 0.397 -8.184
H 2.156 -0.474 -6.673
O 0.370 0.033 -1.264
C -0.040 -1.268 -1.429
C -0.666 -1.738 -0.104
C -1.391 -2.861 0.170
C -1.538 -3.108 1.567
C -0.880 -2.195 2.326
S -0.092 -0.998 1.363
C -1.039 -1.359 -2.574
C -0.987 -2.007 -3.812
C -2.089 -1.737 -4.592
C -3.002 -0.838 -3.942
S -2.487 -0.360 -2.430
C 1.173 -2.194 -1.561
C 2.467 -1.816 -1.140
C 3.378 -2.833 -1.252
C 2.783 -4.030 -1.741
S 1.131 -3.871 -2.056
H -1.802 -3.515 -0.591
H -2.077 -3.951 1.977
H -0.798 -2.156 3.404
H -0.172 -2.627 -4.152
H -2.261 -2.133 -5.585
H -3.935 -0.465 -4.349
H 2.695 -0.821 -0.788
H 4.429 -2.761 -1.009
H 3.284 -4.974 -1.923
```

Results
HOMO-LUMO gap (alpha / beta)	3.90 / 3.63	eV
net charge	+4
LUMO level (alpha / beta)	-13.646 / -13.917	eV
spin multiplicity	1
relative energy (zero: lowest compared OMol25 entry of this formula, charge and spin)	33.5	kcal/mol
calculated total energy	-5169.00016	hartree

---

Molecular formula: C35H40ClN2O3S
Method: DFT, ωB97M-V/def2-TZVPD

Structure (XYZ):
```
82
Properties=species:S:1:pos:R:3
C 5.713 -0.814 1.490
C 4.888 -1.556 2.548
C 4.841 -3.030 2.155
C 5.610 -1.440 3.894
C 3.456 -0.949 2.625
C 2.328 -1.641 2.268
C 1.015 -1.047 2.152
C -0.085 -1.763 1.569
C -1.450 -1.360 1.948
C -1.849 -0.104 1.482
C -3.110 0.425 1.755
C -4.017 -0.318 2.550
N -5.265 0.177 2.808
C -5.783 1.285 2.006
C -4.732 2.344 1.780
C -3.493 1.736 1.150
C -6.303 -0.663 3.413
C -5.716 -1.492 4.519
C -4.534 -2.308 4.029
C -3.615 -1.555 3.113
C -2.379 -2.090 2.735
C 0.900 0.252 2.772
C 1.973 1.026 3.148
C 1.853 2.512 3.628
C 2.523 2.719 4.988
C 0.392 2.942 3.755
C 2.526 3.446 2.618
C 3.318 0.467 2.996
O 4.335 1.172 3.198
H 5.817 0.236 1.765
H 6.707 -1.268 1.416
H 5.223 -0.875 0.513
H 4.286 -3.615 2.897
H 4.386 -3.164 1.167
H 5.863 -3.422 2.115
H 5.051 -1.968 4.671
H 6.604 -1.892 3.808
H 5.721 -0.391 4.175
H 2.423 -2.709 2.056
H 0.044 -2.834 1.392
H -1.152 0.509 0.899
H -6.190 0.935 1.029
H -6.631 1.698 2.558
H -5.125 3.110 1.125
H -4.466 2.816 2.722
H -2.637 2.429 1.243
H -3.641 1.578 0.058
H -7.069 0.032 3.779
H -6.803 -1.304 2.652
H -5.423 -0.852 5.343
H -6.493 -2.138 4.896
H -3.972 -2.678 4.900
H -4.907 -3.207 3.503
H -2.062 -3.063 3.121
H -0.103 0.640 2.968
H 3.587 2.489 4.925
H 2.405 3.763 5.294
H 2.061 2.079 5.742
H -0.138 2.867 2.796
H -0.132 2.341 4.509
H 0.353 3.990 4.078
H 2.080 3.331 1.628
H 2.407 4.486 2.935
H 3.589 3.217 2.547
N -5.282 1.738 -5.801
C -4.562 1.009 -5.213
C -3.701 0.146 -4.464
C -4.136 -0.350 -3.224
C -3.309 -1.212 -2.497
C -2.044 -1.557 -2.964
S -1.070 -2.753 -1.938
C -0.158 -2.032 -0.543
Cl 1.457 -2.672 -0.607
O -1.997 -3.757 -1.472
O -0.085 -3.137 -2.947
C -1.624 -1.080 -4.224
C -2.440 -0.219 -4.967
H -5.124 -0.080 -2.837
H -3.657 -1.630 -1.552
H -0.194 -0.980 -0.815
H -0.662 -1.379 -4.636
H -2.119 0.170 -5.938
```

Results
HOMO-LUMO gap	5.73	eV
net charge	-1
LUMO level	1.722	eV
spin multiplicity	1
relative energy (zero: lowest compared OMol25 entry of this formula, charge and spin)	2.8	kcal/mol
calculated total energy	-2551.28005	hartree